A molecular structure, C35H63MgN8O at a distorted geometry. Source: the OMol25 dataset; level of theory: ωB97M-V with the def2-TZVPD basis set.

Each line ends with the Mulliken charge.
Atoms and positions in Å:
Mg 0.80012 3.23987 -0.83121  1.184
C 1.91008 0.21676 0.98292  -1.247
C 0.47491 0.36020 0.43931  2.173
C -0.52082 0.18178 1.58059  -1.246
O 0.26319 1.55420 -0.22178  -0.524
H 2.05718 -0.80156 1.35775  0.348
H 2.10737 0.90133 1.81558  0.268
H 2.65706 0.37796 0.20418  -0.109
H 0.34490 -0.48385 -0.26938  -0.461
H -1.51183 -0.08278 1.19349  0.060
H -0.61681 1.12407 2.13170  -0.022
H -0.26253 -0.63627 2.25809  0.535
C 1.80321 0.01308 -5.71713  -1.174
C 2.39698 0.49213 -4.40400  -0.604
C 1.58541 0.05073 -3.20050  2.303
C 1.57378 -1.41428 -3.01728  0.093
N 1.61692 -2.55608 -2.88436  -0.510
H 2.10797 -1.01131 -5.93481  0.343
H 2.11462 0.63934 -6.55111  0.389
H 0.70982 0.00138 -5.69168  0.181
H 2.51848 1.57555 -4.38207  0.470
H 3.39914 0.06366 -4.31357  0.140
H 0.52992 0.33434 -3.27983  -0.455
H 1.94398 0.47708 -2.25861  -1.213
C 0.99229 3.35460 3.76156  -0.621
C 1.76346 4.62747 4.00239  -0.584
C 1.54887 5.70126 2.92983  -0.521
C 1.49465 5.15721 1.59181  0.401
N 1.47148 4.70818 0.55163  -0.399
H 1.33605 2.58032 4.45471  0.437
H 1.10932 2.95157 2.75612  -0.203
H -0.07284 3.46022 3.99230  0.314
H 2.83264 4.40195 4.03985  0.337
H 1.52212 5.07529 4.96282  0.327
H 2.31827 6.47706 2.94574  0.366
H 0.60765 6.23515 3.10491  0.284
C -1.53944 -4.10324 -2.20104  -1.222
C -1.60636 -3.64553 -0.76481  0.688
C -1.76928 -4.82168 0.19973  -0.138
C -2.94481 -5.62801 -0.12332  0.040
N -3.85285 -6.25114 -0.38581  -0.451
H -2.45166 -4.61627 -2.52023  0.490
H -0.74399 -4.84732 -2.28343  0.300
H -1.33168 -3.27880 -2.87812  0.058
H -2.42553 -2.93837 -0.60161  0.310
H -0.65592 -3.15682 -0.53693  -0.496
H -1.83229 -4.47910 1.23222  0.322
H -0.88719 -5.46833 0.14837  0.001
C -2.86400 1.04386 6.01765  -1.421
C -2.85352 1.16006 4.49687  0.425
C -3.27091 -0.13764 3.79583  0.288
C -2.42596 -1.29761 4.15497  0.098
N -1.80068 -2.21088 4.44810  -0.521
H -2.10003 0.35337 6.37039  0.366
H -3.82724 0.64637 6.35809  0.336
H -2.75891 2.01915 6.48712  0.409
H -1.86014 1.44682 4.12988  -0.318
H -3.52851 1.94917 4.15000  0.290
H -3.29011 -0.08167 2.70938  -0.391
H -4.26219 -0.45413 4.14903  0.507
C 1.52917 -5.16224 2.28355  -1.028
C 2.71162 -4.55094 1.52244  -0.571
C 2.36203 -4.18460 0.09382  0.992
C 1.78464 -5.27311 -0.66417  0.020
N 1.28208 -6.13375 -1.22424  -0.538
H 0.66680 -4.49551 2.28574  0.138
H 1.79975 -5.31126 3.33043  0.401
H 1.26751 -6.13899 1.87690  0.362
H 3.56804 -5.22406 1.52633  0.325
H 3.00739 -3.62766 2.03196  0.303
H 3.24248 -3.81449 -0.44796  0.300
H 1.69546 -3.31721 0.02637  -0.647
C -2.33666 0.45117 -2.69945  -0.626
C -2.07162 -0.22773 -4.02313  0.117
C -3.24592 -1.11139 -4.43432  -0.545
C -4.34462 -0.30606 -4.97209  -0.095
N -5.18180 0.34603 -5.39628  -0.421
H -2.31097 -0.26791 -1.87724  0.094
H -3.30260 0.96062 -2.64188  0.439
H -1.58679 1.21680 -2.45493  -0.043
H -1.18476 -0.85437 -3.91065  -0.153
H -1.87575 0.50540 -4.80586  0.397
H -3.63824 -1.65101 -3.56491  0.205
H -2.99575 -1.89383 -5.15343  0.555
C 5.19790 -0.31868 -1.59385  -0.671
C 5.74290 0.76269 -0.65086  -0.572
C 5.43078 2.18852 -1.09361  -0.686
C 4.00288 2.48273 -1.10676  0.265
N 2.89331 2.73414 -1.09181  -0.258
H 5.57432 -0.18523 -2.60812  0.373
H 4.10806 -0.26072 -1.62682  -0.090
H 5.46952 -1.30279 -1.22489  0.327
H 6.82504 0.68966 -0.55173  0.378
H 5.31928 0.59814 0.34304  0.318
H 5.84526 2.42148 -2.07641  0.339
H 5.90413 2.87437 -0.38515  0.309
C -3.90189 1.68354 0.21021  -0.674
C -4.02345 3.04850 0.86765  -0.361
C -3.66114 4.17552 -0.09192  -0.655
C -2.26084 4.16337 -0.42898  0.193
N -1.15825 4.16740 -0.68629  -0.420
H -4.50405 1.64410 -0.70357  0.417
H -4.32647 0.91094 0.85395  0.407
H -2.86986 1.43729 -0.04151  -0.197
H -3.35472 3.10022 1.73044  0.173
H -5.04122 3.21173 1.21226  0.364
H -3.83636 5.14841 0.38602  0.350
H -4.26042 4.14091 -1.00056  0.360

Calculated values
Charge   +1
Energy relative to the best compared isomer or geometry (same formula, charge and spin)   0.0 kcal/mol

---

10 unconnected molecules or ions with the total composition C35H63N3O21 at a distorted geometry. Source: the OMol25 dataset; level of theory: ωB97M-V with the def2-TZVPD basis set.

Each line ends with the Mulliken charge.
Atoms and positions in Å:
C -2.64396 -5.18307 2.59027  -1.841
C -2.85996 -3.63807 2.50027  1.597
C -3.96596 -3.20607 1.50927  0.189
O -4.70896 -2.29607 2.33227  -0.363
C -4.26296 -2.29807 3.48727  0.591
O -4.66296 -1.62307 4.37727  -0.588
O -3.36896 -3.18907 3.70527  -0.441
H -2.41896 -5.59007 1.60627  0.385
H -3.58196 -5.69907 2.99527  0.382
H -1.90696 -5.40307 3.29227  0.485
H -1.87396 -3.12807 2.32027  -0.463
H -4.48996 -3.98507 1.11527  0.508
H -3.55896 -2.69507 0.65627  -0.456
C -2.41096 3.86193 -4.89573  -1.244
C -2.16396 4.66493 -3.64573  0.530
C -3.39596 4.84193 -2.74773  -0.743
O -3.08696 4.34493 -1.46473  -0.333
C -2.00396 3.64493 -1.59273  0.585
O -1.72396 2.75993 -0.75973  -0.513
O -1.31796 3.85993 -2.74073  -0.294
H -1.52996 3.69793 -5.63173  0.289
H -3.12896 4.36993 -5.56073  0.387
H -2.68996 2.84293 -4.64473  0.275
H -1.80596 5.67693 -3.78973  0.335
H -4.29496 4.40893 -3.18673  0.283
H -3.55696 5.85293 -2.64473  0.404
C -0.45796 -0.15907 -8.16173  -0.699
O -0.67996 0.55093 -7.03173  -0.242
C -0.36996 -0.04407 -5.75973  0.541
O -0.08196 -1.39207 -5.63673  -0.597
O -0.28096 0.70693 -4.64773  -0.149
C 0.16404 0.12893 -3.43873  -0.310
H -0.33696 0.55293 -8.94573  0.281
H -1.16896 -0.95707 -8.37073  0.266
H 0.59304 -0.51607 -8.10273  0.312
H 0.12704 0.85693 -2.54373  -0.125
H 1.16804 0.00993 -3.48573  0.372
H -0.33996 -0.84907 -3.27373  0.182
C -0.97196 3.70493 2.09927  -0.481
O -0.29696 3.24493 3.21427  -0.204
C -0.85896 3.00493 4.36027  0.610
O -2.26596 2.89293 4.44927  -0.652
O -0.02896 2.71693 5.33627  -0.239
C -0.63996 2.50593 6.53627  -0.296
H -0.17696 3.67593 1.33227  -0.110
H -1.29296 4.65893 2.43427  0.651
H -1.92096 3.10693 1.71627  0.183
H 0.00804 2.47393 7.39627  0.310
H -0.97096 1.49193 6.52927  -0.036
H -1.48396 3.17293 6.88127  0.300
C -0.27896 -0.52307 4.36327  0.177
O 0.03304 -1.19407 5.55127  -0.391
C -0.88696 -1.29807 6.45527  0.804
O -2.17096 -0.67707 6.31527  -0.591
O -0.47796 -1.90007 7.56727  -0.370
C -1.46496 -2.12507 8.57627  -0.564
H -0.60696 0.43893 4.31727  -0.124
H -1.13196 -1.11807 4.01627  0.108
H 0.54804 -0.76407 3.61427  0.104
H -1.25196 -2.66407 9.52327  0.246
H -2.26696 -2.74007 8.02427  0.237
H -1.88896 -1.16307 8.74527  0.278
C 0.47104 -3.98407 -0.43973  -0.744
O -0.41596 -3.02707 0.13427  0.129
C -0.07196 -1.79307 0.07227  0.137
O 0.92104 -1.36207 -0.80873  -0.458
O -0.74396 -1.00707 0.85827  -0.068
C -0.19596 0.26493 1.08827  0.269
H 1.48504 -3.57507 -0.70373  0.163
H -0.02096 -4.45107 -1.24873  0.364
H 0.46504 -4.72407 0.30927  0.336
H -0.60996 0.69893 1.91227  -0.096
H -0.41196 0.86493 0.22327  -0.374
H 0.89004 0.18393 1.30827  0.345
C 3.90104 -0.19107 -2.45973  0.062
O 4.30704 0.40693 -3.64773  -0.407
C 4.74704 1.75793 -3.62873  0.621
O 4.91604 2.38893 -2.40973  -0.585
O 5.00004 2.30393 -4.83173  -0.285
C 5.60204 3.52793 -5.03573  -0.672
H 3.94404 -1.19107 -2.75973  0.327
H 2.89304 0.19793 -2.08573  -0.338
H 4.69004 0.01093 -1.65373  0.306
H 6.48404 3.61293 -4.38473  0.325
H 4.98304 4.38293 -4.89773  0.295
H 6.02504 3.44493 -6.07673  0.245
C -3.44896 -1.07507 -1.84773  -1.086
C -3.21896 -1.84007 -3.07173  -0.055
C -2.39396 -3.06107 -2.87573  0.716
C -3.02196 -4.00207 -1.95773  0.035
N -3.45796 -4.74207 -1.23573  -0.556
H -2.58696 -0.57807 -1.42673  0.153
H -3.93196 -1.56307 -1.04573  0.390
H -4.10896 -0.32107 -2.19073  0.462
H -2.51296 -1.34507 -3.72773  -0.096
H -4.02996 -2.12307 -3.78273  0.373
H -1.46796 -2.75307 -2.49273  -0.794
H -2.13496 -3.58607 -3.78673  0.620
C 5.13604 -1.63207 0.72127  -1.576
C 3.53504 -1.65607 0.50527  1.298
C 2.81104 -2.27707 1.71827  0.935
C 3.06604 -3.71607 1.77527  -0.314
N 3.27804 -4.84307 1.72027  -0.576
H 5.69004 -1.27107 -0.10173  0.436
H 5.54704 -2.48307 1.10327  0.475
H 5.22304 -0.84007 1.46727  0.352
H 3.16204 -2.18307 -0.36173  0.382
H 3.07704 -0.67507 0.30827  -1.053
H 1.73304 -2.20907 1.74427  -0.847
H 2.96404 -1.87807 2.70827  0.647
C 1.82204 2.40393 -0.37773  1.557
C 2.83704 3.08393 0.50827  -1.220
C 3.71604 1.99193 1.21127  -0.258
C 3.10804 1.21893 2.33927  0.148
N 2.66604 0.63393 3.18727  -0.352
H 0.76704 2.58893 -0.08873  -1.009
H 1.93704 1.30693 -0.34673  -0.833
H 2.15004 2.58193 -1.41473  0.474
H 2.38504 3.80593 1.15527  0.519
H 3.51504 3.68593 -0.08873  0.437
H 4.59104 2.44093 1.68727  0.567
H 4.17004 1.46093 0.39027  0.022

Calculated values
Charge   0
Energy relative to the best compared isomer or geometry (same formula, charge and spin)   99.7 kcal/mol
Structure (SMILES)   C[C@H]1COC(=O)O1.C[C@H]1COC(=O)O1.COC(=O)OC.COC(=O)OC.COC(=O)OC.COC(=O)OC.COC(=O)OC.CCCC#N.CCCC#N.CCCC#N

---

3 unconnected molecules or ions with the total composition C35H64BCl2N3O9P2 at a distorted geometry. Source: the OMol25 dataset; level of theory: ωB97M-V with the def2-TZVPD basis set.

Each line ends with the Mulliken charge.
Atoms and positions in Å:
C 6.91095 1.13730 0.83582  -1.306
C 5.66578 1.30020 1.68449  0.702
C 5.72887 1.03109 3.18189  -1.238
C 4.48649 1.65012 1.12419  -0.779
C 3.20641 0.92030 1.50306  -0.285
C 2.67107 0.27075 0.16735  -1.033
C 1.60561 1.23889 -0.42688  0.743
C 1.71496 1.17716 -1.98461  -1.652
C 0.19519 0.86545 0.05402  -0.573
C -0.83413 1.73531 -0.68066  -1.127
C -2.24855 1.64497 -0.14705  0.194
C -2.82440 2.85030 0.38232  -1.086
C -4.09137 2.88868 0.87716  0.391
C -4.68251 4.16360 1.47477  0.104
Cl -3.78060 5.63017 0.91609  -0.227
C -4.67958 4.20385 3.02554  0.097
C -6.02773 3.75653 3.65124  -1.307
Cl -3.40776 3.13289 3.72868  -0.203
C -4.92245 1.72277 0.84926  0.119
N -6.18987 1.84467 1.31739  -0.481
C -6.85663 0.71841 1.19790  -0.658
C -6.32726 -0.48728 0.68816  -0.621
N -5.08606 -0.60377 0.27294  -0.307
C -4.35855 0.54316 0.33657  0.331
C -3.01621 0.50607 -0.13787  0.084
B -2.45565 -0.90289 -0.65376  1.133
O -2.13091 -1.08976 -1.99513  -0.677
N -2.25432 -1.97676 0.34129  -0.040
C -3.21635 -3.08501 0.16389  -1.110
C -0.88486 -2.51886 0.35578  -1.288
H 7.73461 1.74179 1.23301  0.357
H 7.16760 0.07476 0.86939  0.224
H 6.66936 1.42546 -0.18775  0.379
H 6.74654 0.73683 3.44945  0.392
H 5.39863 1.91403 3.72760  0.305
H 5.07599 0.20786 3.49150  0.275
H 4.40502 2.46754 0.40733  0.437
H 3.39758 0.12626 2.22184  0.136
H 2.43511 1.62548 1.83440  0.359
H 3.53430 0.18001 -0.49255  0.437
H 2.18047 -0.69515 0.32044  0.187
H 1.87479 2.26377 -0.14462  0.580
H 2.67960 0.80501 -2.32352  0.487
H 1.50523 2.16643 -2.39749  0.310
H 0.95052 0.47422 -2.33861  0.236
H 0.04950 -0.16686 -0.27222  -0.114
H 0.10106 1.01769 1.13142  0.394
H -0.51655 2.77823 -0.55474  0.734
H -0.86483 1.56046 -1.75902  -0.048
H -2.19236 3.72943 0.38715  0.640
H -5.70077 4.26848 1.10631  0.390
H -4.49046 5.20518 3.40209  0.531
H -6.86167 3.85777 2.95829  0.296
H -6.23561 4.31724 4.56431  0.341
H -5.91928 2.70839 3.92897  0.328
H -7.88982 0.71213 1.54062  0.462
H -6.95294 -1.37360 0.63763  0.486
H -2.89772 -1.34529 -2.51830  0.299
H -4.02388 -2.85661 -0.53545  0.331
H -3.71722 -3.24911 1.12794  0.287
H -2.74599 -4.03649 -0.10067  0.429
H -0.21923 -1.84259 0.89219  0.377
H -0.90738 -3.43339 0.95901  0.560
H -0.49852 -2.81014 -0.63121  0.305
C -7.98066 3.43464 -7.13821  -0.961
C -6.60374 3.14836 -7.71139  -0.334
O -5.57000 3.39787 -6.75606  -0.360
P -5.25273 2.27629 -5.62791  1.102
O -4.65703 1.12815 -6.35709  -0.775
O -3.92182 2.94770 -4.94284  -0.352
C -2.74345 2.17742 -4.70003  0.119
C -1.69382 2.46254 -5.75255  -1.432
O -6.20798 2.95302 -4.48978  -0.293
C -6.46598 2.18740 -3.28502  -0.968
C -5.35928 2.37349 -2.26746  0.060
H -8.23139 2.72411 -6.34795  0.240
H -8.74279 3.36342 -7.91553  0.404
H -8.01314 4.43130 -6.69863  0.243
H -6.53879 2.11870 -8.07493  0.291
H -6.41167 3.80936 -8.55605  0.323
H -2.97295 1.11235 -4.65107  0.332
H -2.36734 2.47299 -3.71635  0.213
H -2.07461 2.26039 -6.75357  0.327
H -0.80430 1.85209 -5.58543  0.361
H -1.40575 3.51451 -5.72376  0.352
H -6.59826 1.13070 -3.53157  0.357
H -7.41155 2.54890 -2.88191  0.389
H -4.46614 1.81824 -2.55840  -0.233
H -5.66448 2.00595 -1.29039  0.153
H -5.07764 3.42303 -2.18351  0.418
C 10.52907 -4.81280 3.07927  -0.996
C 9.61140 -3.72084 2.55827  -0.308
O 8.29763 -4.21671 2.28776  -0.338
P 7.25670 -4.40217 3.51795  1.128
O 6.92465 -3.02800 3.97234  -0.742
O 5.90696 -4.79376 2.67129  -0.353
C 4.66024 -4.15161 2.93796  -0.477
C 4.37825 -3.09493 1.89293  -0.954
O 7.60462 -5.98184 3.74669  -0.297
C 7.08892 -6.64101 4.93104  -0.358
C 5.67575 -7.14983 4.72158  -0.946
H 10.21178 -5.15286 4.06712  0.236
H 11.55426 -4.44827 3.15700  0.402
H 10.50873 -5.67853 2.41768  0.255
H 9.55986 -2.88546 3.26266  0.281
H 9.99714 -3.33430 1.61535  0.326
H 4.64238 -3.72665 3.94212  0.381
H 3.88690 -4.92302 2.89980  0.416
H 5.17916 -2.35646 1.83864  0.152
H 3.44087 -2.57521 2.10328  0.303
H 4.30640 -3.55518 0.90602  0.355
H 7.13913 -5.96589 5.78831  0.336
H 7.75783 -7.47653 5.13336  0.325
H 4.95563 -6.33150 4.74381  0.178
H 5.40152 -7.85016 5.51151  0.405
H 5.58034 -7.64284 3.75512  0.281

Calculated values
Charge   0
Structure (SMILES)   CC(C)=CCC[C@@H](C)CCc1cc([C@H](Cl)[C@@H](C)Cl)c2nccnc2c1B(O)N(C)C.CCOP(=O)(OCC)OCC.CCOP(=O)(OCC)OCC

---

These records have DFT total energy values of -2084.64595 -3115.34424 -3841.49187 a.u., in the order they appear.
These records have lowest unoccupied orbital energy values of -3.021 0.093 -0.504 eV, in the order they appear.
These records have frontier orbital gap values of 8.651 9.483 7.235 eV, in the order they appear.